Molecular formula: C33H24BrO7PPtS
Method: DFT, ωB97M-V/def2-TZVPD

Element x y z (Å)
Pt  -0.544  0.178  0.608
O  -3.566  -2.521  0.713
C  -2.866  -1.526  0.802
O  -1.677  -1.514  1.322
C  -3.396  -0.143  0.254
O  -4.599  0.026  0.158
O  -2.497  0.723  -0.081
O  1.610  -0.649  0.742
P  2.430  -1.026  -0.446
C  3.644  -2.276  0.156
C  4.758  -1.861  0.883
C  5.621  -2.781  1.456
C  5.382  -4.142  1.316
C  4.272  -4.570  0.604
C  3.411  -3.644  0.031
C  1.565  -1.957  -1.722
C  2.062  -2.166  -3.002
C  1.346  -2.943  -3.900
C  0.137  -3.515  -3.524
C  -0.356  -3.311  -2.244
C  0.358  -2.535  -1.340
C  3.556  0.282  -0.971
C  3.353  1.539  -0.411
C  4.214  2.578  -0.726
C  5.275  2.368  -1.599
C  5.488  1.108  -2.139
C  4.636  0.064  -1.815
H  4.953  -0.802  1.009
H  6.477  -2.433  2.021
H  6.054  -4.863  1.767
H  4.070  -5.628  0.496
H  2.548  -3.995  -0.520
H  2.975  -1.685  -3.325
H  1.726  -3.080  -4.905
H  -0.426  -4.109  -4.235
H  -1.301  -3.738  -1.932
H  -0.035  -2.397  -0.337
H  2.514  1.688  0.261
H  4.047  3.558  -0.296
H  5.935  3.187  -1.857
H  6.317  0.936  -2.815
H  4.829  -0.925  -2.214
S  0.043  1.832  2.215
C  0.437  1.018  3.714
C  0.639  1.784  4.870
C  0.978  1.191  6.076
C  1.114  -0.189  6.169
C  0.901  -0.958  5.032
C  0.571  -0.372  3.820
H  0.524  2.860  4.808
H  1.130  1.814  6.951
H  1.373  -0.656  7.113
H  0.993  -2.038  5.082
H  0.412  -0.984  2.944
Br  0.304  5.564  -5.660
C  -0.040  4.518  -4.093
C  -0.952  4.991  -3.165
C  -1.198  4.227  -2.033
C  -0.539  3.022  -1.839
C  0.375  2.566  -2.781
C  0.624  3.321  -3.923
C  1.135  1.252  -2.590
O  1.943  0.923  -3.470
O  0.875  0.617  -1.526
H  -1.463  5.931  -3.328
H  -1.919  4.567  -1.301
H  -0.746  2.417  -0.966
H  1.342  2.947  -4.641

Forces on the atoms, in the same order (eV/Å):
0.069 0.098 -0.187
-0.051 -0.025 0.025
0.047 0.100 -0.006
0.002 0.107 -0.126
-0.098 -0.159 0.030
-0.048 0.039 -0.045
0.107 -0.144 0.127
-0.257 -0.122 0.377
0.457 -0.244 -0.093
-0.074 -0.035 0.021
0.044 0.073 0.055
0.027 -0.038 0.019
-0.013 0.017 -0.004
0.032 -0.019 0.020
-0.010 -0.040 -0.066
-0.041 0.005 0.028
0.007 0.043 -0.086
-0.001 -0.009 -0.011
-0.001 0.008 0.000
-0.005 0.012 0.057
-0.010 -0.153 0.006
-0.025 -0.021 -0.080
-0.020 0.038 0.063
0.013 0.020 -0.018
-0.017 0.007 0.001
0.014 -0.014 0.001
0.054 -0.009 -0.017
-0.029 0.003 -0.012
0.002 -0.004 -0.002
0.001 -0.001 0.000
0.001 0.001 -0.004
-0.012 0.019 -0.002
-0.015 0.038 0.028
-0.007 -0.007 0.001
0.001 -0.002 0.000
-0.010 0.001 -0.035
0.004 0.065 -0.004
0.018 0.015 -0.011
0.002 0.001 0.000
0.000 -0.002 0.005
0.002 0.014 -0.001
-0.036 -0.004 -0.016
-0.056 0.212 -0.009
0.062 -0.095 -0.002
0.026 0.015 -0.014
-0.002 -0.009 0.013
-0.003 0.016 0.035
0.007 -0.025 -0.007
-0.013 0.052 0.052
0.005 -0.003 -0.008
0.000 -0.005 0.005
0.002 -0.001 -0.003
0.000 -0.001 0.004
-0.020 -0.032 -0.021
0.001 0.011 -0.010
-0.003 -0.010 0.012
-0.013 0.033 -0.033
-0.027 -0.002 0.020
0.012 -0.072 -0.039
0.027 -0.006 0.001
0.058 -0.010 0.021
-0.193 0.039 -0.115
0.008 0.028 0.037
0.042 0.182 0.000
0.003 -0.002 0.001
0.002 -0.001 0.008
-0.036 0.006 0.013
-0.012 0.007 -0.006

The expectation value of S² is 2.01. The energy is -142360.031 eV. Its HOMO energy (spin up / spin down) is -1.785 / -1.889 eV. Its energy above the lowest of the compared OMol25 structures with the same formula, charge and spin is 3.42 kcal per mole. For the HOMO-LUMO gap (spin up / spin down), the calculation gives 5.6 / 5.7 eV. As for the multiplicity: 3. As for the net charge: -2.

Here are the Löwdin charges for atoms 1 to 6, given in e: Pt 0.9536; O 0.0199; C -0.5959; O -0.1975; C -0.5978; O 0.0227